(1)
ORCA calculation (wB97M-V/def2-TZVPD) on a 9-piece molecular cluster, C3H22N2O10 overall in a non-equilibrium geometry.

Positions of all 37 atoms, in Å:
N (-0.1054, 1.3775, 2.4944)
C (0.4984, 1.5797, 1.2963)
O (0.9721, 2.6768, 1.0354)
C (0.5271, 0.3729, 0.3715)
N (0.1497, 0.7718, -0.9834)
C (-1.1045, 0.4496, -1.4121)
O (-1.6576, 0.9528, -2.3703)
H (-0.1534, 2.2235, 3.0359)
H (-0.8864, 0.7613, 2.6723)
H (1.5356, -0.0453, 0.3852)
H (-0.1468, -0.3954, 0.7358)
H (0.5507, 1.6304, -1.3417)
H (-1.5645, -0.4145, -0.9121)
O (1.4106, -3.2494, 0.4557)
H (1.5918, -3.8710, 1.1619)
H (2.1805, -2.6395, 0.4608)
O (-1.0583, -3.1650, 0.0777)
H (-0.0964, -3.1806, 0.1677)
H (-1.5146, -3.9445, -0.2328)
O (-3.4147, 1.0719, 1.6608)
H (-4.3012, 0.7217, 1.6245)
H (-2.8835, 0.3095, 1.3661)
O (3.6080, -1.6005, 0.0570)
H (4.2942, -1.9996, 0.5960)
H (3.7336, -0.6382, 0.0264)
O (3.5864, 1.1133, 0.5161)
H (4.2245, 1.8254, 0.6375)
H (2.7517, 1.5442, 0.3223)
O (-2.6742, 3.9666, -2.3841)
H (-3.3223, 3.3698, -2.0080)
H (-1.9758, 3.3716, -2.6857)
O (0.5303, 0.0364, -4.5342)
H (-0.2152, 0.1519, -3.9211)
H (1.2422, -0.1676, -3.9359)
O (-1.9750, -1.3081, 1.9129)
H (-1.8340, -1.8567, 1.1143)
H (-2.5035, -1.8027, 2.5370)

## Properties
Structure (SMILES): NC(=O)CNC=O.O.O.O.O.O.O.O.O
Kohn-Sham gap, eV: 10.3
Energy above the lowest of the compared OMol25 structures with the same formula, charge and spin, eV: 0.000
LUMO energy, hartree: 0.003
HOMO level, eV: -10.183
Multiplicity: 1
Max |F|, hartree/bohr: 0.045

---

(2)
ORCA calculation (wB97M-V/def2-TZVPD) on a 8-piece molecular cluster, C3H24N2O8 overall in a non-equilibrium geometry.

Positions of all 37 atoms, in Å:
N (0.2377, 0.5216, -0.1933)
C (-0.5589, 0.9672, 0.8808)
N (0.0979, 0.8721, 2.3217)
C (1.0514, 1.9772, 2.3586)
C (2.2309, 1.8515, 3.2857)
O (2.0545, 1.2350, 4.4721)
H (-0.2694, -0.0165, -0.7595)
H (0.6558, 1.2045, -0.9130)
H (-0.8493, 2.0046, 0.5469)
H (-1.4858, 0.3382, 1.0307)
H (0.6406, 0.0031, 2.1904)
H (1.6126, 2.1131, 1.3585)
H (0.5933, 2.9952, 2.5493)
H (2.9817, 1.2866, 2.6811)
H (2.5900, 2.8002, 3.5948)
H (1.3952, 0.5487, 4.4533)
O (1.2820, -1.4399, -1.8408)
H (1.0832, -2.4133, -2.0152)
H (2.2006, -1.2614, -1.8905)
O (0.1391, -3.8704, -1.9158)
H (-0.1366, -4.4538, -2.5228)
H (0.2395, -3.9996, -0.9006)
O (-2.3549, -2.2902, -0.3654)
H (-1.4081, -2.4654, -0.6130)
H (-2.3145, -2.1594, 0.5522)
O (-1.8245, -0.9744, -2.7579)
H (-2.5050, -0.9570, -2.0933)
H (-2.3979, -1.1525, -3.5862)
O (-4.6051, 1.6455, -0.6572)
H (-4.2437, 1.4299, 0.2601)
H (-4.0352, 1.2328, -1.2770)
O (2.0663, -1.4930, 1.2768)
H (2.7772, -0.8426, 1.5068)
H (1.6208, -1.2432, 0.5671)
O (0.6995, 2.3268, -3.9099)
H (1.0486, 1.4071, -4.0053)
H (-0.3093, 2.2718, -3.6704)

## Properties
Structure (SMILES): NCNCCO.O.O.O.O.O.O.O
Kohn-Sham gap, eV: 9.1
Energy above the lowest of the compared OMol25 structures with the same formula, charge and spin, eV: 3.752
LUMO energy, hartree: -0.003
HOMO level, eV: -9.223
Multiplicity: 1
Max |F|, hartree/bohr: 0.153

---

(3)
ORCA calculation (wB97M-V/def2-TZVPD) on a 9-piece molecular cluster, C3H24N2O9 overall in a non-equilibrium geometry.

Positions of all 38 atoms, in Å:
C (2.9555, -0.2766, -0.3966)
C (1.7138, 0.1432, -1.1251)
O (0.6408, 0.3536, -0.5766)
N (1.7948, 0.1288, -2.4811)
C (0.6302, 0.3347, -3.3124)
N (0.0430, 1.6449, -3.2928)
H (3.6563, 0.5520, -0.2799)
H (2.6909, -0.5880, 0.6131)
H (3.4352, -1.1337, -0.8652)
H (2.7195, 0.0712, -2.8692)
H (0.8976, -0.0311, -4.3085)
H (-0.1961, -0.3422, -3.0986)
H (0.7133, 2.3873, -3.4402)
H (-0.5040, 1.7620, -2.4487)
O (2.5740, 1.9779, 2.6525)
H (1.9466, 1.5393, 2.0590)
H (2.2458, 1.6233, 3.4903)
O (0.3045, 0.0294, 2.3113)
H (-0.5372, -0.1101, 2.7685)
H (0.1155, 0.2198, 1.3815)
O (1.0550, -2.4259, 3.1300)
H (2.0075, -2.4549, 3.2517)
H (0.8371, -1.4758, 3.0208)
O (-2.0833, 0.5296, -0.3555)
H (-1.1230, 0.5262, -0.4608)
H (-2.4815, 1.2951, 0.0601)
O (-4.1710, -1.0353, -0.5596)
H (-4.1782, -1.8439, -1.0778)
H (-3.6571, -0.3762, -1.0564)
O (-0.7389, -3.6908, 1.1293)
H (-0.3742, -3.1832, 1.8759)
H (-0.2867, -3.3274, 0.3618)
O (-2.2182, -1.1024, 1.9111)
H (-2.2521, -1.9416, 1.4320)
H (-2.9798, -0.6134, 1.5887)
O (-1.6547, 3.3582, -0.0739)
H (-2.4788, 3.8430, -0.1760)
H (-1.0619, 3.6331, -0.7825)

## Properties
Structure (SMILES): CC(=O)NCN.O.O.O.O.O.O.O.O
Kohn-Sham gap, eV: 10.3
Energy above the lowest of the compared OMol25 structures with the same formula, charge and spin, eV: 0.000
LUMO energy, hartree: 0.008
HOMO level, eV: -10.065
Multiplicity: 1
Max |F|, hartree/bohr: 0.025

---

(4)
ORCA calculation (wB97M-V/def2-TZVPD) on a 10-piece molecular cluster, C3H24NO11 overall in a non-equilibrium geometry.

Positions of all 39 atoms, in Å:
C (-1.7012, 1.6095, -1.4574)
N (-1.8697, 0.3393, -0.6983)
C (-0.8392, 0.1095, 0.2609)
O (-0.2866, 1.1426, 0.6972)
O (-0.5028, -1.0940, 0.4670)
C (-2.3557, 1.4054, -2.8107)
H (-2.2488, 2.4232, -0.9789)
H (-0.6364, 1.8858, -1.5112)
H (-2.4886, -0.3378, -1.0663)
H (-1.9795, 0.4612, -3.2708)
H (-2.0787, 2.1623, -3.5199)
H (-3.4219, 1.3234, -2.7002)
H (1.0681, -1.2960, -2.1868)
H (2.5936, -1.0866, -2.6576)
O (1.6787, -1.1456, -2.9312)
H (1.2866, 2.1529, 1.9274)
H (2.0349, 1.4237, 2.9568)
O (1.9804, 2.3083, 2.5788)
H (-1.6624, 2.2567, 1.2728)
H (-0.9513, 2.8953, 2.3898)
O (-1.8083, 2.9808, 1.9368)
H (0.0954, -1.9105, -3.4781)
H (-1.0171, -0.8837, -3.5434)
O (-0.8372, -1.7655, -3.2005)
H (-2.0280, -1.9494, 1.7847)
H (-3.3104, -2.1699, 1.2918)
O (-2.7292, -2.5841, 1.9391)
H (0.9402, -3.6920, 0.0506)
H (-0.4802, -3.2965, 0.3667)
O (0.1397, -4.0694, 0.4467)
H (1.6379, 2.3507, -0.0986)
H (2.9897, 2.3968, 0.5977)
O (2.5328, 2.7330, -0.1853)
H (3.1783, 0.7920, 0.4121)
H (2.6312, -0.4462, 1.0304)
O (3.3644, -0.1539, 0.4284)
H (1.9978, -2.1844, 2.1535)
H (0.9736, -0.8835, 2.1141)
O (1.8954, -1.2416, 2.2550)

## Properties
Kohn-Sham gap, eV: 9.1
Total charge: -1
Energy above the lowest of the compared OMol25 structures with the same formula, charge and spin, eV: 1.412
LUMO energy, hartree: 0.106
HOMO level, eV: -6.213
Multiplicity: 1
Max |F|, hartree/bohr: 0.062

---

(5)
ORCA calculation (wB97M-V/def2-TZVPD) on a 9-piece molecular cluster, C3H24O9 overall in a non-equilibrium geometry.

Positions of all 36 atoms, in Å:
O (-1.6766, 0.6450, 0.2152)
H (-1.8006, 1.4920, 0.7802)
H (-1.0286, 0.8010, -0.4948)
H (-1.4926, -0.1180, 0.7912)
C (-0.3206, -1.8050, -1.9738)
C (0.8444, -2.7790, -1.6068)
C (1.6504, -2.9490, -2.8158)
O (1.7154, -2.2730, -0.6448)
H (-1.0686, -2.2400, -2.6438)
H (0.1324, -0.9230, -2.3928)
H (-0.9106, -1.5630, -1.0998)
H (0.4204, -3.6740, -1.1678)
H (2.2254, -2.0160, -2.9818)
H (1.0184, -3.0760, -3.7498)
H (2.3784, -3.7320, -2.6498)
O (-1.8696, 3.3660, 0.0292)
H (-1.7876, 3.9380, 0.8112)
H (-1.5956, 4.0120, -0.6188)
O (0.9354, -0.2460, 0.7152)
H (1.1904, -0.9550, 0.0732)
H (1.7404, 0.3240, 0.7372)
O (0.9364, -0.2850, 3.3172)
H (0.9524, -0.3080, 2.3632)
H (0.4764, -1.1340, 3.5212)
O (0.2874, 1.7280, -1.7058)
H (1.1884, 1.4970, -1.4488)
H (0.1714, 2.6640, -1.9168)
O (-1.4716, -1.4780, 1.9022)
H (-1.9706, -1.9700, 2.5052)
H (-0.7786, -2.0910, 1.6132)
O (1.6054, 3.2450, 0.6442)
H (0.6524, 3.1100, 0.6392)
H (1.7384, 4.1130, 0.2612)
O (-1.7746, 1.7430, 2.7732)
H (-0.8746, 2.0650, 3.0602)
H (-1.8376, 0.8710, 3.1592)

## Properties
Kohn-Sham gap, eV: 5.5
Energy above the lowest of the compared OMol25 structures with the same formula, charge and spin, eV: 3.572
LUMO energy, hartree: -0.029
HOMO level, eV: -6.331
Multiplicity: 1
Max |F|, hartree/bohr: 0.051

---

(6)
ORCA calculation (wB97M-V/def2-TZVPD) on a 10-piece molecular cluster, C3H25NO10S2 overall in a non-equilibrium geometry.

Positions of all 41 atoms, in Å:
N (-0.9254, 1.7655, 1.5180)
C (-0.4163, 0.8543, 0.6016)
O (-1.1317, -0.2015, 0.5311)
C (0.9858, 1.1885, -0.1007)
C (1.0962, 2.3369, -0.9858)
S (0.4062, 2.0137, -2.6601)
S (-1.5517, 2.5857, -2.4316)
H (-0.6854, 2.6477, 1.5893)
H (-1.8088, 1.6197, 1.8662)
H (1.6563, 1.2830, 0.9119)
H (1.0844, 0.2036, -0.4854)
H (2.2150, 2.4662, -1.4079)
H (0.8279, 3.3373, -0.4634)
H (-2.3776, 1.4807, -2.5063)
O (-3.7297, -1.9836, 0.7302)
H (-3.7060, -2.2125, 1.6566)
H (-2.9381, -1.6303, 0.6170)
O (1.8954, -0.7901, 2.5951)
H (2.7909, -0.7794, 2.1820)
H (1.5218, -1.7851, 2.5685)
O (-0.1734, 0.4214, 3.7096)
H (0.0792, 0.0519, 4.5430)
H (0.2519, -0.1037, 3.0469)
O (0.2099, -2.4509, -0.3450)
H (0.3657, -2.3456, -1.2252)
H (-0.0173, -1.7682, 0.1490)
O (0.4636, -2.9671, 2.3530)
H (0.1727, -3.4571, 1.5100)
H (-0.2676, -2.3285, 2.3936)
O (-3.6357, 0.8453, 0.1881)
H (-2.8275, 0.5042, 0.4262)
H (-3.3138, 1.8303, 0.2443)
O (1.0587, -1.5711, -3.3210)
H (0.4037, -1.2867, -3.9811)
H (1.2818, -0.8940, -2.7144)
O (3.0789, -3.1470, 1.1394)
H (2.6947, -3.6779, 0.4273)
H (2.4273, -3.1163, 1.8166)
O (2.9808, -0.6681, -0.0734)
H (3.7253, -0.5303, 0.5833)
H (3.1235, -1.6343, -0.0531)

## Properties
Structure (SMILES): NC(=O)CCSS.O.O.O.O.O.O.O.O.O
Kohn-Sham gap, eV: 9.4
Energy above the lowest of the compared OMol25 structures with the same formula, charge and spin, eV: 3.254
LUMO energy, hartree: 0.003
HOMO level, eV: -9.317
Multiplicity: 1
Max |F|, hartree/bohr: 0.139

---

(7)
ORCA calculation (wB97M-V/def2-TZVPD) on a 9-piece molecular cluster, C3H25O9 overall in a non-equilibrium geometry.

Positions of all 37 atoms, in Å:
O (0.8455, 2.1746, -1.2238)
H (0.5695, 1.4316, -1.7656)
H (1.5320, 2.6642, -1.6827)
H (0.1259, 2.8007, -1.1148)
O (5.8542, 1.6060, -2.8818)
H (5.7550, 1.6640, -3.8320)
H (6.4122, 2.3493, -2.6529)
O (-3.3545, 4.2714, -1.2263)
H (-3.9009, 4.1209, -0.4550)
H (-3.6990, 5.0774, -1.6109)
O (2.7300, 5.5779, -3.3718)
H (3.6284, 5.7999, -3.6164)
H (2.2948, 6.4235, -3.2631)
O (0.4099, 4.5848, 3.5264)
H (0.6641, 5.3620, 3.0288)
H (1.2381, 4.1553, 3.7405)
O (-3.1378, 1.2463, 2.7351)
H (-2.7486, 0.3718, 2.7414)
H (-2.4072, 1.8355, 2.9229)
O (4.0741, -1.6942, 0.7179)
H (4.6783, -2.4119, 0.9080)
H (4.4920, -1.2113, 0.0049)
O (-0.9913, -0.9706, -3.9884)
H (-1.9118, -1.1294, -3.7793)
H (-0.9325, -1.1095, -4.9336)
C (-2.7788, -4.5352, 2.8116)
C (-1.4546, -4.4786, 2.0126)
C (-1.6479, -5.1437, 0.6219)
O (-1.0591, -3.1441, 1.7896)
H (-3.1435, -5.5592, 2.8923)
H (-3.5182, -3.9749, 2.2395)
H (-2.7443, -4.1481, 3.8299)
H (-0.7023, -4.9296, 2.6597)
H (-2.3381, -4.5685, 0.0048)
H (-1.9728, -6.1814, 0.5460)
H (-0.7525, -5.2116, 0.0041)
H (-0.1082, -3.1151, 1.6603)

## Properties
Kohn-Sham gap, eV: 7.5
Total charge: +1
Energy above the lowest of the compared OMol25 structures with the same formula, charge and spin, eV: 3.430
LUMO energy, hartree: -0.168
HOMO level, eV: -12.047
Multiplicity: 1
Max |F|, hartree/bohr: 0.027